DFT (wB97M-V/def2-TZVPD) results for a molecular structure, C2H3AgO2P.

Calculated values
molecular weight = 197.9 g mol⁻¹
LUMO (alpha / beta) = -11.024 / -13.169 eV
frontier orbital gap (alpha / beta) = 9.02 / 6.81 eV
energy above the lowest of the compared OMol25 structures with the same formula, charge and spin = 0.9 kJ/mol

ORCA input file:
```
! RIJCOSX wB97M-V def2-TZVPD def2/J DEFGRID3
* xyz 2 2
H 0.208 0.818 -2.668
O 0.002 -1.277 -0.488
C -0.361 -0.018 -0.565
H -1.457 0.181 -0.597
C 0.199 0.906 -1.574
O 0.918 1.786 -1.005
Ag 1.426 -2.470 -0.281
P 0.286 1.435 0.657
H -0.778 2.375 0.654
*
```

DFT (wB97M-V/def2-TZVPD) results for a molecular structure, C2H3AuO2P.

Calculated values
molecular weight = 287.0 g mol⁻¹
LUMO (alpha / beta) = -15.008 / -19.644 eV
frontier orbital gap (alpha / beta) = 11.64 / 7.25 eV
energy above the lowest of the compared OMol25 structures with the same formula, charge and spin = 0.0 kJ/mol

ORCA input file:
```
! RIJCOSX wB97M-V def2-TZVPD def2/J DEFGRID3
* xyz 3 3
O -2.446 1.908 1.673
C -1.913 0.926 1.866
H -1.880 -1.232 2.029
P -0.842 -0.325 2.428
C 1.693 -0.214 -2.105
O 1.480 -0.587 -0.964
Au 0.354 -0.347 0.348
H 1.158 0.648 -2.535
H 2.397 -0.777 -2.740
*
```

DFT (wB97M-V/def2-TZVPD) results for a molecular structure, C2H3BaFO.

Calculated values
molecular weight = 199.4 g mol⁻¹
LUMO = -10.437 eV
frontier orbital gap = 8.41 eV

ORCA input file:
```
! RIJCOSX wB97M-V def2-TZVPD def2/J DEFGRID3
* xyz 2 1
H 0.135 -0.383 -1.248
C -0.925 0.029 -0.317
C -0.001 -0.634 0.571
O 1.143 -0.450 -0.052
H -1.958 -0.015 0.045
F -0.578 1.374 -0.330
H -0.232 -1.636 0.945
Ba 2.415 1.715 0.385
*
```

DFT (wB97M-V/def2-TZVPD) results for a molecular structure, C2H3BaLiO2.

Calculated values
molecular weight = 203.3 g mol⁻¹
LUMO = -8.167 eV
frontier orbital gap = 7.71 eV

ORCA input file:
```
! RIJCOSX wB97M-V def2-TZVPD def2/J DEFGRID3
* xyz 2 1
O 0.376 -2.393 0.683
C 0.151 -1.292 0.573
C 0.411 0.186 0.658
O 0.153 0.820 -0.530
Ba -2.058 1.186 -1.744
H 1.460 0.260 1.005
H -0.272 0.517 1.466
Li 1.672 1.485 -1.431
H -1.892 -0.769 -0.681
*
```

DFT (wB97M-V/def2-TZVPD) results for a molecular structure, C2H3Br2N.

Calculated values
molecular weight = 200.9 g mol⁻¹
LUMO (alpha / beta) = -1.372 / -1.371 eV
frontier orbital gap (alpha / beta) = 8.26 / 8.26 eV
energy above the lowest of the compared OMol25 structures with the same formula, charge and spin = 129.6 kJ/mol

ORCA input file:
```
! RIJCOSX wB97M-V def2-TZVPD def2/J DEFGRID3
* xyz 0 1
C 0.337 -0.203 -0.325
C -0.335 0.905 0.461
N 0.092 -0.651 -1.389
Br -2.259 0.624 0.549
Br 1.997 -1.888 0.679
H 0.037 0.956 1.531
H -0.233 1.871 0.098
H 0.363 -1.613 -1.603
*
```

DFT (wB97M-V/def2-TZVPD) results for 2 unconnected molecules or ions with the total composition C2H3Br2NO2.

Calculated values
molecular weight = 232.9 g mol⁻¹
LUMO (alpha / beta) = -2.464 / -0.178 eV
frontier orbital gap (alpha / beta) = 6.63 / 9.29 eV
energy above the lowest of the compared OMol25 structures with the same formula, charge and spin = 403.7 kJ/mol

ORCA input file:
```
! RIJCOSX wB97M-V def2-TZVPD def2/J DEFGRID3
* xyz 0 1
C -0.166 -0.035 0.160
C 3.093 0.015 -0.387
N 2.667 -0.037 -1.700
O 2.308 -1.126 -2.129
O 2.655 1.018 -2.320
Br 3.710 1.613 0.288
Br 3.237 -1.593 0.521
H -0.102 0.768 -0.548
H -0.449 -1.016 -0.165
H 0.025 0.160 1.196
*
```